(1)
7
Properties=species:S:1:pos:R:3:forces:R:3 method="wB97M-V/def2-TZVPD" e_lumo_ha="-0.0278 / -0.0286" e_homo_ev="-7.50 / -8.20" spin_multiplicity=2
O -1.66646 0.34166 -0.06379 -0.929 1.345 -0.064
Hg -0.04114 1.70462 0.68723 -0.575 0.161 -0.083
Li -2.87407 1.78214 -0.25473 0.886 -1.074 0.152
C 0.70852 -1.31402 -0.31844 2.515 1.298 -0.612
C 1.56081 -0.50612 0.06894 -1.805 -2.056 0.829
H 0.26386 -2.01965 -1.00958 -0.242 0.470 0.665
H 2.04848 0.01138 0.89038 0.150 -0.144 -0.887


(2)
7
Properties=species:S:1:pos:R:3:forces:R:3 method="wB97M-V/def2-TZVPD" e_lumo_ha=-0.2961 e_homo_ev=-13.48 total_charge=+1
C -0.92619 -1.74417 0.75875 -1.022 -0.047 -0.210
C -0.06565 -1.64618 1.58467 0.552 0.592 0.183
P 0.27870 2.78283 -0.92364 0.198 -0.946 -1.200
I -0.71728 1.68563 -2.83058 0.478 0.653 1.106
I 2.54637 2.16448 -1.04144 -0.686 0.233 0.123
H -1.82964 -1.83337 0.16179 0.810 -0.080 0.280
H 0.71368 -1.40922 2.29045 -0.329 -0.406 -0.281